1.
{
  "formula": "C6H12N4",
  "method": "ωB97M-V/def2-TZVPD",
  "symbols": ["C", "N", "C", "N", "C", "N", "C", "N", "C", "C", "H", "H", "H", "H", "H", "H", "H", "H", "H", "H", "H", "H"],
  "xyz": [[-0.070482, -1.084161, -1.244338], [1.158021, -0.459224, -0.808952], [1.278210, -0.774133, 0.619075], [0.173773, -0.341129, 1.336367], [-1.057876, -0.994328, 0.867846], [-1.243749, -0.627452, -0.475688], [-1.441006, 0.843296, -0.604650], [-0.110452, 1.485852, -0.136586], [1.005200, 0.926105, -0.930301], [0.151266, 1.106316, 1.239474], [-0.136116, -0.971508, -2.412861], [0.105691, -2.131585, -0.970927], [1.575000, -1.863046, 0.868950], [2.163549, -0.353185, 1.103974], [-0.968445, -1.972236, 0.875671], [-1.893040, -0.714100, 1.444917], [-2.144662, 1.141870, 0.215813], [-1.812287, 1.087452, -1.605521], [0.829787, 1.155018, -1.992700], [1.967299, 1.475493, -0.761168], [1.098659, 1.564186, 1.510473], [-0.628335, 1.500492, 1.861141]],
  "atomic_forces_ev_per_a": [[0.0, -0.6, -1.5], [0.8, -1.4, 0.6], [2.8, -2.4, 0.5], [-0.8, -0.2, 2.9], [1.2, 4.8, -0.1], [-1.4, 0.7, -3.2], [1.8, -0.8, 2.5], [-0.7, 0.6, -1.8], [0.3, 2.7, -1.4], [-1.2, -0.2, -0.8], [-0.4, -0.1, 2.3], [-0.6, -0.1, -0.6], [-1.2, 1.0, -1.1], [0.2, 0.8, -0.6], [0.7, -5.0, 0.6], [-1.0, 0.5, 0.9], [0.1, -0.2, -1.1], [0.6, 0.3, 0.3], [-0.3, -0.1, 0.1], [-0.8, -0.4, 0.6], [0.2, -0.3, 0.3], [-0.5, 0.3, 0.5]],
  "nbo_charge": [-0.077, -0.483, -0.093, -0.486, -0.053, -0.475, -0.069, -0.475, -0.089, -0.071, 0.206, 0.196, 0.201, 0.204, 0.187, 0.191, 0.191, 0.212, 0.193, 0.200, 0.200, 0.191],
  "de_lowest_kcal_mol": 37.7,
  "homo_ev": -8.3561,
  "gap_ev": 9.269,
  "total_charge": 0,
  "spin_multiplicity": 1,
  "smiles": "C1N2CN3CN1CN(C2)C3",
  "lumo_ev": 0.91
}


2.
{
  "formula": "C32H25AlN3O9P2S2",
  "method": "ωB97M-V/def2-TZVPD",
  "symbols": ["Al", "C", "C", "O", "P", "O", "O", "O", "P", "O", "O", "O", "H", "H", "H", "H", "H", "H", "H", "O", "C", "O", "C", "C", "C", "C", "C", "C", "C", "C", "C", "N", "H", "H", "H", "H", "H", "H", "S", "C", "C", "C", "C", "C", "C", "N", "C", "C", "C", "C", "C", "C", "C", "C", "N", "C", "C", "C", "C", "C", "S", "C", "H", "H", "H", "H", "H", "H", "H", "H", "H", "H", "H", "H"],
  "xyz": [[1.291150, 0.097850, -0.647505], [5.526076, -1.130188, 2.058937], [4.416840, -0.522396, 1.209997], [4.763279, 0.753645, 0.681466], [2.891115, -0.200508, 2.141029], [3.155773, 0.762176, 3.352036], [2.497112, -1.525332, 2.859837], [1.867722, 0.360184, 1.193321], [3.791932, -1.664853, -0.084459], [5.104962, -1.921702, -0.934660], [3.229987, -2.861503, 0.605810], [2.821567, -0.866754, -0.950757], [5.784286, -0.454293, 2.873384], [6.407843, -1.282877, 1.435932], [5.231548, -2.094420, 2.470936], [5.448376, 0.639340, 0.010173], [3.202466, 1.696435, 3.115302], [2.638816, -2.280626, 2.229211], [4.975229, -2.150609, -1.862695], [0.501273, 0.841686, -4.448930], [0.399923, 0.630573, -3.269390], [1.389588, 0.623018, -2.394731], [-0.937712, 0.381341, -2.609518], [-2.179780, 0.406884, -3.085927], [-3.359504, 0.336016, -2.147567], [-3.317441, 0.255531, 0.087549], [-4.334919, 0.228935, 1.169231], [-4.018572, 0.164642, 2.461166], [-2.626509, 0.121104, 2.913808], [-1.606684, 0.144745, 2.056600], [-1.827843, 0.210800, 0.597946], [-0.778548, 0.250561, -1.217958], [-2.338598, 0.534450, -4.149574], [-4.277208, 0.368737, -2.729380], [-5.374992, 0.263249, 0.862128], [-4.800267, 0.145018, 3.208984], [-2.435601, 0.069500, 3.977932], [-0.579798, 0.114172, 2.402353], [-1.701648, 6.663585, -0.795043], [-0.683516, 7.977404, -0.430500], [0.526040, 7.573421, 0.065792], [0.628604, 6.176516, 0.158137], [-0.513336, 5.514033, -0.274278], [-0.764183, 4.112873, -0.320085], [0.286079, 3.186845, -0.021813], [0.147287, 1.901433, 0.003570], [-1.135291, 1.331421, -0.295054], [-2.206973, 2.237810, -0.746221], [-3.411942, 1.405868, -0.976293], [-3.448721, -0.813396, -1.059902], [-2.283504, -1.710791, -0.875394], [-2.153512, -3.046950, -0.904618], [-0.906855, -3.647421, -0.512085], [0.175119, -2.782876, -0.169106], [0.073183, -1.489119, -0.083378], [-1.189839, -0.865872, -0.370680], [-0.691775, -5.053289, -0.513880], [0.439935, -5.749258, -0.100052], [0.305975, -7.139321, -0.230680], [-0.913209, -7.504259, -0.736875], [-1.904207, -6.160809, -1.067224], [-2.029965, 3.569329, -0.720992], [-1.020875, 8.986558, -0.602625], [1.308261, 8.258951, 0.354081], [1.506398, 5.675667, 0.537592], [1.291576, 3.563507, 0.132050], [-4.343083, 1.968955, -0.969517], [-4.402944, -1.335392, -1.093418], [-2.983411, -3.674344, -1.207796], [1.169993, -3.186806, -0.019686], [1.328416, -5.272634, 0.288943], [1.072773, -7.849444, 0.038923], [-1.271323, -8.501413, -0.935639], [-2.842405, 4.234713, -0.988296]],
  "atomic_forces_ev_per_a": [[0.1, 0.0, 0.2], [0.0, 0.0, 0.0], [0.0, 0.1, 0.0], [0.0, 0.0, 0.0], [0.1, 0.0, 0.0], [0.0, 0.0, 0.0], [0.0, 0.0, 0.0], [0.0, 0.0, -0.1], [0.0, 0.0, -0.1], [0.1, 0.0, 0.1], [0.0, 0.0, 0.1], [-0.1, -0.1, 0.0], [0.0, 0.0, 0.0], [0.0, 0.0, 0.0], [0.0, 0.0, 0.0], [0.0, 0.0, 0.0], [0.0, 0.1, 0.0], [0.0, 0.0, 0.0], [-0.1, 0.0, -0.1], [0.0, 0.0, 0.0], [0.0, 0.1, 0.0], [0.0, 0.0, 0.1], [-0.1, 0.0, 0.0], [0.1, 0.0, 0.0], [0.0, 0.0, 0.0], [0.0, 0.0, 0.0], [0.0, 0.0, 0.0], [0.0, 0.0, 0.0], [0.0, 0.0, 0.0], [0.0, 0.0, 0.0], [0.0, 0.0, -0.1], [0.1, 0.0, 0.0], [0.0, 0.0, 0.0], [0.0, 0.0, 0.0], [0.0, 0.0, 0.0], [0.0, 0.0, 0.0], [0.0, 0.0, 0.0], [0.0, 0.0, 0.0], [0.0, 0.0, 0.0], [0.0, 0.0, 0.0], [0.0, 0.0, 0.0], [0.0, 0.0, 0.0], [0.0, 0.0, 0.0], [0.0, 0.0, 0.0], [0.0, 0.0, 0.0], [0.0, 0.0, 0.0], [0.0, 0.1, 0.0], [0.0, 0.0, 0.0], [0.0, 0.0, 0.0], [0.0, 0.0, 0.0], [0.0, 0.0, 0.0], [0.0, 0.0, 0.0], [0.0, 0.0, 0.0], [0.0, 0.0, 0.0], [0.0, 0.0, 0.0], [-0.1, 0.0, 0.0], [0.0, 0.0, 0.0], [0.0, 0.0, 0.0], [0.0, 0.0, 0.0], [0.0, 0.0, 0.0], [0.0, 0.0, 0.0], [0.0, 0.0, 0.0], [0.0, 0.0, 0.0], [0.0, 0.0, 0.0], [0.0, 0.0, 0.0], [0.0, 0.0, 0.0], [0.0, 0.0, 0.0], [0.0, 0.0, 0.0], [0.0, 0.0, 0.0], [0.0, 0.0, 0.0], [0.0, 0.0, 0.0], [0.0, 0.0, 0.0], [0.0, 0.0, 0.0], [0.0, 0.0, 0.0]],
  "nbo_charge": [2.092, -0.641, -0.488, -0.718, 2.429, -0.955, -0.984, -1.172, 2.400, -0.990, -1.155, -1.204, 0.235, 0.237, 0.244, 0.494, 0.530, 0.554, 0.531, -0.568, 0.771, -0.877, 0.012, -0.101, -0.245, -0.054, -0.160, -0.214, -0.180, -0.219, 0.021, -0.582, 0.250, 0.243, 0.217, 0.227, 0.226, 0.228, 0.475, -0.365, -0.251, -0.190, -0.225, -0.058, 0.156, -0.519, 0.205, 0.119, -0.247, -0.247, 0.119, -0.238, 0.019, 0.141, -0.594, 0.205, -0.247, -0.193, -0.249, -0.360, 0.472, -0.218, 0.254, 0.241, 0.221, 0.205, 0.243, 0.243, 0.233, 0.246, 0.238, 0.242, 0.254, 0.233],
  "homo_ev": [-10.0800, -10.0023],
  "gap_ev": [5.713, 5.542],
  "total_charge": 1,
  "spin_multiplicity": 1,
  "lumo_ev": [-4.37, -4.46]
}


3.
{
  "formula": "C4H13N2OS",
  "method": "ωB97M-V/def2-TZVPD",
  "symbols": ["C", "C", "S", "N", "H", "H", "H", "H", "H", "H", "H", "C", "N", "C", "O", "H", "H", "H", "H", "H", "H"],
  "xyz": [[2.591936, 0.886087, -0.082476], [1.956899, 0.200420, -1.283260], [0.238263, 0.720485, -1.619867], [2.099860, 0.320137, 1.175523], [3.679483, 0.743028, -0.109293], [2.404717, 1.964812, -0.180502], [2.564101, 0.425784, -2.164473], [2.000573, -0.879753, -1.120491], [-0.655113, 0.756093, 0.228503], [2.465462, 0.845275, 1.959131], [1.086279, 0.393383, 1.208623], [-1.460030, -2.071287, 0.595113], [-2.379853, -1.039958, 0.133676], [-2.347758, 0.139071, 0.979567], [-1.084617, 0.723826, 1.142365], [-0.415819, -1.758834, 0.577555], [-1.561723, -2.957423, -0.030412], [-1.719879, -2.350348, 1.614050], [-2.066048, -0.747706, -0.786286], [-2.690107, -0.158919, 1.979145], [-3.050647, 0.866964, 0.545064]],
  "atomic_forces_ev_per_a": [[0.0, 0.0, 0.0], [0.0, 0.0, 0.0], [0.0, 0.0, -0.2], [0.0, -0.1, -0.1], [0.0, -0.1, 0.0], [0.0, 0.0, 0.0], [0.0, 0.0, 0.0], [0.0, 0.0, 0.0], [-0.1, 0.2, 0.2], [-0.1, 0.1, 0.0], [0.0, 0.0, 0.1], [0.0, 0.0, -0.1], [0.0, 0.1, 0.1], [-0.1, -0.2, -0.1], [0.1, 0.0, 0.0], [0.1, 0.1, 0.0], [0.0, -0.1, -0.1], [0.0, 0.0, 0.2], [0.0, 0.0, -0.1], [-0.1, 0.1, -0.1], [0.0, -0.1, 0.1]],
  "nbo_charge": [-0.224, -0.516, -0.662, -0.862, 0.154, 0.160, 0.182, 0.185, 0.477, 0.336, 0.384, -0.419, -0.660, 0.099, -0.834, 0.196, 0.181, 0.171, 0.377, 0.138, 0.139],
  "de_lowest_kcal_mol": 1.6,
  "homo_ev": -3.1051,
  "gap_ev": 7.079,
  "total_charge": -1,
  "spin_multiplicity": 1,
  "lumo_ev": 3.97
}